Record 1
The following is a DFT calculation (ωB97M-V with the def2-TZVPD basis set) of C35H43ClLuN2Si2 as an isolated structure at a distorted geometry.

The calculation puts the molar mass at 758.3 g/mol. The total charge is +1. The value obtained for the energy relative to the best compared isomer or geometry (same formula, charge and spin) is 0.0 kcal per mole. The LUMO energy comes out at -2.442 eV. The value obtained for the largest force on an atom is 0.0714 hartree/bohr. As for the energy: -101868.723 eV. For the HOMO-LUMO gap, the calculation gives 0.28876 Eh.

Geometry as XYZ:
```
84
Properties=species:S:1:pos:R:3:mulliken_charge:R:1
C -1.9518 -0.8488 4.6028 -0.6901
C -2.4128 -0.1907 3.4237 -1.3938
C -2.1550 -1.0482 2.3163 -0.2491
H -2.9651 0.7490 3.3753 0.7753
C -1.5266 -2.2300 2.8023 -0.3998
C -1.3930 -2.1139 4.2109 -0.9949
H -1.0313 -2.8985 4.8758 0.6558
H -2.0896 -0.4966 5.6223 0.6990
H -2.5031 -0.8964 1.2991 0.9343
H -1.2677 -3.0958 2.1970 0.4744
Lu -0.0165 -0.3972 3.2723 1.3051
Si -0.5401 -0.2838 -3.7872 0.9567
C -0.1051 1.2895 -4.6862 0.3258
C 1.2061 1.5272 -5.1317 -0.2784
H 1.9634 0.7432 -5.0516 0.3762
C 1.5470 2.7771 -5.6611 -0.6133
H 2.5761 2.9690 -5.9690 0.3807
C 0.5772 3.7769 -5.8024 -0.5462
H 0.8479 4.7568 -6.1981 0.3980
C -0.7456 3.5075 -5.4300 -0.5168
H -1.5147 4.2681 -5.5697 0.3842
C -1.0888 2.2703 -4.8834 -0.3370
H -2.1214 2.0540 -4.6050 0.3317
C 0.0930 -1.7163 -4.8193 0.6834
C -0.4037 -1.8872 -6.1222 -0.4985
H -1.1702 -1.2104 -6.5071 0.3274
C 0.0732 -2.9231 -6.9332 -0.6338
H -0.3171 -3.0498 -7.9432 0.3856
C 1.0517 -3.8048 -6.4583 -0.4641
H 1.4280 -4.6125 -7.0886 0.3693
C 1.5434 -3.6465 -5.1598 -0.6842
H 2.3007 -4.3277 -4.7699 0.3847
C 1.0662 -2.6139 -4.3434 -0.0548
H 1.4602 -2.5051 -3.3291 -0.0093
H -2.0164 -0.3415 -3.6981 -0.2506
Si 0.6118 -0.3623 -1.6888 -0.7647
C -0.3764 -1.8782 -1.0784 1.5106
C -1.7786 -1.9785 -1.1450 -0.6186
H -2.3809 -1.1419 -1.5123 0.2845
C -2.4255 -3.1806 -0.8170 -0.7701
H -3.5121 -3.2336 -0.8693 0.4292
C -1.6810 -4.2937 -0.4249 -0.5056
H -2.1843 -5.2259 -0.1547 0.3839
C -0.2841 -4.2076 -0.3803 -0.8479
H 0.3093 -5.0799 -0.0945 0.4050
C 0.3617 -3.0092 -0.6958 -0.6235
H 1.4474 -2.9423 -0.6424 0.4449
C -0.0574 1.2295 -0.9517 0.9066
C -1.3114 1.2976 -0.3279 1.0124
H -1.8142 0.3820 -0.0162 -0.3210
C -1.9575 2.5274 -0.1686 -1.0277
H -2.9595 2.5612 0.2704 0.3958
C -1.3146 3.7117 -0.5437 -0.5103
H -1.8266 4.6688 -0.4344 0.4456
C -0.0066 3.6604 -1.0369 -0.6511
H 0.5267 4.5859 -1.2692 0.4827
C 0.6212 2.4305 -1.2420 -0.9203
H 1.6210 2.3830 -1.6809 0.3896
H 1.9565 -0.4500 -1.1017 -0.0749
Cl 1.7539 -1.1246 1.7332 -0.4295
C 2.8171 -0.9705 4.8935 -1.1903
N 1.5347 -0.2673 5.1302 0.3853
C 0.8502 -0.9195 6.2677 -1.3314
C 1.7869 1.1876 5.4316 -1.0304
C 0.6660 2.0988 4.9205 -0.8532
N 0.4037 1.9052 3.4633 0.6137
C -0.7361 2.7542 3.0672 -0.9758
C 1.5909 2.2514 2.6359 -0.6053
H 2.6172 -1.9560 4.4633 0.3902
H 3.3760 -1.0819 5.8409 0.3437
H 3.4226 -0.3910 4.1825 0.3914
H -0.1246 -0.4463 6.4626 0.3404
H 0.7010 -1.9839 6.0395 0.3533
H 1.4708 -0.8361 7.1785 0.4611
H 1.8724 1.3097 6.5255 0.4328
H 2.7504 1.4791 4.9923 0.4799
H -0.2706 1.9023 5.4669 0.3473
H 0.9457 3.1556 5.0930 0.4909
H -0.5516 3.7968 3.3807 0.4312
H -0.8563 2.7229 1.9806 0.0990
H -1.6586 2.3951 3.5429 0.3137
H 2.4301 1.5789 2.8581 0.2777
H 1.3313 2.1398 1.5723 -0.0855
H 1.8932 3.2956 2.8326 0.3622
```

---

Record 2
The following is a DFT calculation (ωB97M-V with the def2-TZVPD basis set) of C35H43CrN2O8Se as an isolated structure at a distorted geometry.

The calculation puts the molar mass at 750.7 g/mol. The total charge is -1. The value obtained for the energy relative to the best compared isomer or geometry (same formula, charge and spin) is 21.7 kcal per mole. The LUMO energy (alpha / beta) comes out at 0.555 / 0.560 eV. The value obtained for the largest force on an atom is 0.0744 hartree/bohr. The expectation value of S² is 6.01. As for the energy: -150120.457 eV. For the HOMO-LUMO gap (alpha / beta), the calculation gives 0.16330 / 0.19282 Eh. As for the spin multiplicity: 5.

Geometry as XYZ:
```
90
Properties=species:S:1:pos:R:3:lowdin_spin:R:1
Cr 0.2490 -0.0718 -0.1188 3.6136
C -5.1711 -0.7298 4.9109 0.0003
C -5.0839 0.6185 4.1853 0.0007
C -6.1797 0.7100 3.1139 0.0004
C -5.3343 1.7267 5.2104 0.0000
C -3.7382 0.7402 3.4907 0.0059
C -3.3783 -0.1968 2.5334 0.0026
C -2.2086 -0.0556 1.8183 0.0158
Se -1.9318 -1.3684 0.4151 0.0647
C -2.8332 -0.3627 -0.9771 0.0126
C -4.1729 -0.6011 -1.2157 0.0022
C -4.8442 0.1175 -2.1863 0.0053
C -4.1032 1.0528 -2.9144 -0.0002
C -2.7533 1.2992 -2.7257 0.0023
C -2.0808 0.5849 -1.6989 0.0092
O -0.8149 0.7682 -1.4033 0.0595
C -1.9763 2.2872 -3.5939 0.0006
C -0.8510 1.5180 -4.3014 0.0001
C -2.8475 2.9558 -4.6635 0.0001
C -1.3934 3.3975 -2.7092 0.0008
C -6.3278 -0.0857 -2.4605 0.0006
C -6.5209 -0.5644 -3.9045 0.0003
C -6.9574 -1.1156 -1.5152 0.0001
C -7.0551 1.2512 -2.2745 0.0003
C -1.3064 1.0190 2.0144 0.0110
O -0.2555 1.1432 1.2466 0.0631
C -1.6328 1.9318 3.0500 0.0029
C -2.8393 1.7696 3.7199 -0.0001
C -0.7654 3.1103 3.4991 0.0007
C -0.4707 2.9604 5.0028 0.0003
C -1.5178 4.4300 3.2537 0.0003
C 0.5811 3.1960 2.7804 0.0001
H -6.1373 -0.8284 5.4024 0.0001
H -4.3902 -0.8022 5.6645 0.0000
H -5.0521 -1.5587 4.2204 0.0000
H -7.1630 0.6202 3.5714 0.0001
H -6.0699 -0.0763 2.3733 0.0000
H -6.1190 1.6683 2.6017 0.0000
H -6.3181 1.5852 5.6544 0.0000
H -5.3156 2.7068 4.7397 0.0000
H -4.5970 1.6994 6.0090 0.0000
H -4.0124 -1.0428 2.3063 0.0017
H -4.6630 -1.3516 -0.6138 0.0013
H -4.6169 1.6200 -3.6719 -0.0001
H -1.2720 0.7292 -4.9226 0.0000
H -0.1885 1.0586 -3.5721 0.0000
H -0.2647 2.1845 -4.9319 0.0000
H -3.2697 2.2252 -5.3492 0.0000
H -2.2400 3.6492 -5.2427 0.0000
H -3.6587 3.5208 -4.2102 0.0000
H -0.7495 2.9776 -1.9413 0.0004
H -2.1999 3.9408 -2.2197 0.0000
H -0.8150 4.0991 -3.3096 0.0000
H -5.9703 -1.4850 -4.0785 0.0000
H -6.1681 0.1829 -4.6100 0.0000
H -7.5749 -0.7520 -4.1003 0.0000
H -6.4937 -2.0931 -1.6303 0.0000
H -8.0172 -1.2176 -1.7435 0.0000
H -6.8648 -0.7959 -0.4794 0.0000
H -6.6996 1.9875 -2.9901 0.0000
H -6.8814 1.6351 -1.2727 0.0000
H -8.1263 1.1242 -2.4163 0.0000
H -3.0812 2.5012 4.4703 -0.0002
H -1.3750 2.9896 5.6060 0.0000
H 0.1821 3.7672 5.3335 0.0001
H 0.0297 2.0127 5.1883 0.0000
H -2.4480 4.4798 3.8147 0.0000
H -1.7559 4.5383 2.1977 0.0000
H -0.8969 5.2726 3.5552 0.0001
H 1.1418 2.2741 2.9063 -0.0001
H 1.1646 4.0163 3.1994 0.0001
H 0.4472 3.3699 1.7166 0.0001
O 0.1771 -2.4939 1.6817 0.0245
C 1.0915 -2.5247 0.8551 0.0345
O 1.3809 -1.4658 0.1614 0.0514
C 1.9006 -3.7427 0.6024 0.0011
C 3.1404 -3.6330 -0.0235 0.0027
C 3.9213 -4.7817 -0.2137 0.0000
C 3.4572 -6.0295 0.1839 0.0033
C 2.2052 -6.1293 0.7775 0.0000
C 1.4276 -4.9887 1.0115 0.0035
N 1.7209 -7.4143 1.1327 -0.0001
O 0.5550 -7.5146 1.5145 -0.0003
O 2.4893 -8.3726 1.0347 -0.0002
N 5.1988 -4.6834 -0.8160 -0.0001
O 5.8973 -5.6979 -0.8836 -0.0004
O 5.5530 -3.5808 -1.2416 -0.0001
H 3.5221 -2.6753 -0.3426 0.0001
H 4.0534 -6.9167 0.0251 0.0002
H 0.4716 -5.0668 1.5021 0.0002
```